No. 1
88
Properties=species:S:1:pos:R:3:forces:R:3:mulliken_charge:R:1 method="wB97M-V/def2-TZVPD" total_charge=-1 e_above_lowest_kj_mol=88.4 energy_ha=-3246.542465 molar_mass_g_mol=774.20 homo_lumo_gap_ev=6.8
C -1.028 -2.935 2.753 0.0 0.1 -0.1 0.147
C 0.639 2.301 -1.694 -0.2 0.0 0.0 0.596
H 4.781 1.283 1.503 0.0 -0.1 0.0 0.442
C 1.164 -3.537 -0.166 0.0 0.0 0.1 0.315
N -1.508 -4.483 -4.413 0.0 0.0 0.1 -0.321
H 2.460 1.361 -1.044 -0.1 0.0 0.0 0.131
N -0.808 -1.233 -0.767 0.0 0.0 -0.4 0.499
C 1.017 -4.746 -0.842 0.0 0.1 0.0 -0.839
O -1.974 -2.554 -5.520 0.0 0.0 0.0 -0.632
H 3.395 4.908 1.654 0.0 0.0 0.0 0.437
H -0.180 7.002 0.560 0.0 0.0 0.0 0.421
H -2.509 -0.699 5.456 0.0 0.0 0.0 0.492
H -1.031 -4.878 -3.619 0.0 0.0 0.0 0.219
H -2.867 -3.538 -2.070 0.0 0.0 0.0 0.453
H -1.498 0.240 3.393 0.0 0.0 0.0 0.569
C 0.372 6.076 0.663 0.1 0.0 0.0 -0.603
N 1.959 -0.226 2.498 0.4 0.5 0.1 0.042
C -4.871 2.527 -0.563 0.1 0.0 0.1 -0.674
C 2.795 -4.128 -2.360 -0.1 -0.1 0.0 -0.648
C -1.596 -3.536 3.864 -0.1 0.0 0.1 -0.687
H -5.480 -0.567 0.647 0.0 0.0 0.0 0.394
C -3.875 0.707 1.266 0.0 0.0 -0.1 -0.137
O -0.706 -5.010 1.618 0.0 0.0 0.0 -0.837
C -0.429 -1.452 -3.120 0.0 0.0 -0.1 -1.232
H 2.307 2.757 1.031 0.0 0.0 0.0 0.060
H 3.758 -2.236 -1.974 0.0 0.0 0.1 0.498
C 1.827 -5.031 -1.943 0.0 0.1 0.0 -0.608
C 1.936 1.836 -1.866 0.1 0.0 0.1 -0.155
C -2.117 -2.738 4.868 0.0 0.0 -0.1 -0.448
C -1.657 -3.130 -4.500 0.0 -0.2 0.0 -0.358
C -0.039 2.885 -2.750 -0.1 0.0 0.0 -0.433
C -4.998 0.396 0.514 0.1 0.0 0.1 -0.586
C 0.585 3.024 -3.985 0.1 0.0 0.0 -0.638
H 2.148 7.032 1.404 0.0 0.0 0.0 0.360
S -0.270 2.151 -0.082 0.7 0.0 -0.8 -0.828
H 0.880 0.163 4.207 -0.1 0.0 -0.1 0.379
H 0.059 3.488 -4.810 0.0 0.0 0.0 0.414
O 0.531 1.016 0.525 -0.1 0.4 0.1 0.747
Mg 0.477 -1.010 1.060 -0.7 0.3 0.3 1.060
C -1.512 -0.831 3.569 0.0 -0.1 -0.1 -0.346
H 2.367 2.668 -5.125 0.0 0.0 0.0 0.377
C 1.778 3.697 0.938 0.0 -0.1 0.1 0.029
H -3.477 -0.016 1.969 -0.1 0.0 0.0 0.378
H 4.331 2.616 3.592 0.0 0.0 0.0 0.463
H -5.253 3.246 -1.279 0.0 0.0 0.0 0.395
H 1.713 -5.976 -2.465 0.0 0.0 0.0 0.448
C 3.930 1.082 2.139 0.1 0.1 0.0 -0.797
H 0.677 -0.216 -1.757 0.0 -0.1 0.0 0.497
H 0.288 -5.459 -0.482 0.0 0.0 0.0 0.457
H -1.245 4.849 -0.052 0.0 0.0 0.1 0.078
C -0.413 -3.806 1.656 0.1 0.0 -0.1 0.329
H 2.327 2.026 4.961 0.0 -0.1 0.0 0.431
C -0.229 4.875 0.320 -0.1 0.0 0.0 -0.502
H -3.275 3.809 0.072 0.0 0.0 0.0 0.266
C 2.377 4.901 1.284 0.0 0.0 0.0 -0.743
H 3.420 -4.361 -3.215 0.0 0.0 0.0 0.390
C -1.789 -2.133 -0.868 0.0 0.1 0.2 -0.514
H 3.565 1.590 -3.230 0.0 0.0 0.0 0.516
C 3.682 1.800 3.298 -0.1 0.0 0.0 -0.289
H -6.400 1.073 -0.975 0.0 0.0 0.0 0.357
C 2.558 1.969 -3.099 -0.1 0.0 0.0 -0.787
H -1.567 -5.022 -5.260 0.0 0.0 0.0 0.245
C -2.085 -1.361 4.712 -0.1 -0.1 0.1 -1.316
N 2.244 -1.480 0.222 0.4 0.1 -0.5 0.845
C -5.512 1.307 -0.402 0.0 0.0 0.0 -0.494
C 1.677 6.091 1.145 0.0 0.0 0.0 -0.650
C 2.985 -2.929 -1.672 0.0 0.0 -0.1 -0.622
C 1.884 2.566 -4.160 0.0 0.0 0.0 -0.593
N 0.397 -3.076 0.912 0.2 -0.5 -0.1 0.135
H 0.106 -1.128 -4.002 0.1 -0.1 0.0 0.641
C -0.136 -0.916 -1.876 -0.2 0.0 0.0 -0.445
C 0.482 3.694 0.463 0.0 0.0 0.1 1.367
O 4.430 -0.698 -0.022 0.0 0.1 0.0 -0.867
H -1.606 -4.616 3.911 0.0 0.0 0.0 0.536
H -1.059 3.231 -2.609 0.0 0.0 0.0 0.440
C 3.310 -0.749 0.500 -0.1 -0.2 0.0 0.023
C 2.573 1.476 4.063 0.1 0.1 0.0 -0.829
C -3.749 2.843 0.195 -0.1 -0.1 -0.1 -0.020
S -1.834 2.358 2.126 -0.3 0.1 0.3 -0.398
H -2.552 -3.183 5.755 0.0 0.0 0.0 0.398
H -2.325 -2.361 0.046 0.0 0.0 0.0 0.593
C -1.399 -2.431 -3.197 0.0 0.0 0.0 0.847
C -2.095 -2.780 -2.045 -0.1 0.0 -0.1 -0.879
C -3.231 1.949 1.142 0.1 -0.1 0.2 0.082
C 2.181 -2.619 -0.583 0.0 -0.1 0.2 -0.393
N -0.978 -1.595 2.607 -0.1 -0.2 0.4 0.404
C 3.042 0.092 1.759 -0.1 -0.3 0.1 0.622
C 1.749 0.450 3.628 0.0 0.0 -0.1 -0.112

No. 2
62
Properties=species:S:1:pos:R:3:forces:R:3:mulliken_charge:R:1 method="wB97M-V/def2-TZVPD" e_above_lowest_kj_mol=0.0 energy_ha=-2389.021932 molar_mass_g_mol=689.05 homo_lumo_gap_ev=7.4
H -3.038 2.252 1.633 -0.1 -0.1 0.0 0.725
F -4.104 0.047 -0.309 0.0 0.0 -0.1 -0.159
N -2.239 4.204 2.043 0.1 -0.5 -0.3 0.895
N 0.234 -1.646 1.983 0.0 -0.4 0.4 -0.897
O -1.805 0.379 -2.088 -0.4 0.0 -0.8 -1.569
N 1.973 0.769 -0.800 0.2 -0.2 0.1 -0.008
H 2.691 -1.782 1.317 -0.1 0.0 0.0 0.284
H 4.638 -1.109 0.021 0.0 0.0 0.0 0.383
F -2.497 -1.978 -1.176 0.0 0.0 0.0 -0.158
C 4.074 -0.336 -0.479 -0.1 0.1 0.0 -0.969
C -3.321 0.364 -3.918 -0.1 0.0 -0.2 0.495
C -1.834 -2.140 3.095 0.1 0.0 0.1 0.123
C 4.676 0.510 -1.394 -0.1 0.0 0.0 -0.170
C -4.027 -2.789 3.889 -0.1 0.0 -0.1 -0.927
H -5.103 -2.749 3.799 0.0 0.0 0.0 0.426
C -2.235 2.962 1.549 0.0 0.2 0.1 -0.766
C -2.058 -3.617 4.998 0.0 0.0 0.0 -0.734
H 1.932 2.322 -2.135 0.0 0.0 0.0 0.462
C -3.238 4.902 2.829 -0.2 0.1 0.1 -1.273
C -3.228 -2.089 3.011 0.0 0.0 0.1 -0.482
C 2.082 -1.041 0.799 -0.1 -0.2 0.3 -0.919
H -1.910 4.653 6.027 0.0 0.0 0.0 0.432
C -4.092 0.638 -1.522 -0.3 0.1 0.1 0.478
H -3.662 -1.481 2.230 0.0 0.0 0.0 0.516
H -4.472 2.755 4.015 0.0 0.0 0.0 0.358
C -1.240 -2.935 4.097 -0.2 0.1 -0.2 0.477
H -2.748 2.389 4.170 0.0 0.0 0.0 0.288
C -3.213 4.511 4.311 0.0 0.0 0.0 0.873
F -3.561 1.683 -4.013 0.0 0.0 0.0 -0.258
N 0.840 -0.885 1.054 0.5 -0.2 0.2 -0.100
C -3.550 3.039 4.524 0.0 0.0 0.0 -1.452
F -2.565 -2.210 -3.317 0.0 0.0 0.1 -0.279
C 2.565 1.573 -1.672 0.2 0.1 -0.2 -0.169
N -1.063 4.766 1.736 0.0 0.4 0.2 -0.602
H -1.654 5.935 4.839 0.0 0.0 0.0 0.373
F -2.279 0.094 -4.703 0.0 0.0 0.0 -0.242
C 3.910 1.491 -2.003 0.0 0.0 0.0 -0.827
F -5.340 0.598 -2.006 0.1 0.0 0.1 -0.287
H -4.209 4.689 2.381 0.0 0.0 0.0 0.426
F -4.391 -0.276 -4.424 0.1 0.0 0.0 -0.270
H -4.003 5.113 4.771 0.0 0.0 0.0 0.311
H -4.045 -4.095 5.592 0.0 0.0 0.0 0.367
C -3.017 -0.024 -2.442 -0.2 -0.1 -0.1 1.052
O 0.085 -3.072 4.251 0.3 0.1 -0.3 -0.671
C -3.138 -1.576 -2.286 -0.1 -0.1 0.0 0.386
H -3.681 2.833 5.585 0.0 0.0 0.0 0.438
H -3.018 5.962 2.702 -0.1 0.0 0.0 0.383
F -3.789 1.931 -1.294 0.0 -0.1 0.0 -0.300
N -0.384 3.904 1.095 0.4 0.1 -0.2 -0.492
C 2.717 -0.178 -0.198 0.3 0.1 -0.1 1.090
N -1.079 2.762 0.958 -0.4 0.2 0.2 0.004
F -4.409 -2.005 -2.193 0.2 0.0 0.0 -0.297
O -1.655 -0.396 1.507 -0.2 -0.3 0.5 -0.591
H 4.334 2.178 -2.720 0.0 0.0 0.0 0.384
H 0.517 -2.657 3.462 -0.1 0.0 0.1 0.486
H -1.064 4.304 4.525 0.0 0.0 0.0 0.268
H -1.584 -4.211 5.767 0.0 0.0 0.0 0.427
C -1.883 4.877 4.961 0.0 0.0 0.0 -1.452
C -3.430 -3.547 4.891 0.0 0.0 0.1 -0.270
C -1.063 -1.320 2.125 0.0 -0.3 0.3 0.371
H 5.727 0.407 -1.626 0.0 0.0 0.0 0.425
Sr -0.588 0.600 -0.275 0.4 0.8 -0.5 3.185

No. 3
12
Properties=species:S:1:pos:R:3:forces:R:3:mulliken_charge:R:1 method="wB97M-V/def2-TZVPD" e_above_lowest_kj_mol=79.9 energy_ha=-265.505128 smiles=CC#N.CC#N molar_mass_g_mol=82.11 homo_lumo_gap_ev=12.0
H 1.842 2.736 1.560 0.0 0.0 0.1 0.270
C 0.862 0.917 1.126 -0.2 0.1 0.1 0.340
C -0.856 -2.343 -0.855 -0.4 0.3 0.1 0.315
H 1.521 2.453 -0.166 -0.3 0.0 0.1 0.265
H -1.247 -0.323 -1.012 -0.2 0.2 0.3 0.184
H 2.763 1.535 0.591 0.0 0.1 0.3 0.260
H -2.412 -1.232 0.033 0.1 0.2 0.1 0.251
N -0.096 -3.199 -0.849 0.2 -0.2 0.0 -0.379
H -2.477 -1.365 -1.736 0.0 0.0 0.0 0.313
C -1.820 -1.237 -0.875 0.3 -0.4 -0.5 -0.693
N 0.134 0.075 1.400 -0.1 0.0 0.0 -0.349
C 1.784 1.983 0.782 0.5 -0.1 -0.6 -0.777